[1]
Computed, not measured: a cluster of 2 separate species, C18H20BrF7NO5S in total in a non-equilibrium geometry, with wB97M-V/def2-TZVPD.

## Properties
**Charge**: 0
**LUMO level (alpha / beta)**: -0.06400 / -0.06400 hartree
**Multiplicity**: 2
**Kohn-Sham gap (alpha / beta)**: 0.25660 / 0.29742 Ha

Element x y z (Å)
C -1.90 -0.77 0.70
C -1.67 -1.14 -0.80
C -2.99 -0.87 -1.54
C -0.59 -0.29 -1.51
C 0.86 -0.70 -1.26
Br 1.50 -0.04 0.46
S 1.89 0.02 -2.64
O 0.99 0.68 -3.55
O 2.79 -0.99 -3.15
C 3.04 1.39 -2.08
F 3.35 1.96 -3.25
F 2.39 2.31 -1.34
C 4.39 0.95 -1.39
F 4.31 -0.29 -0.87
F 5.36 0.95 -2.33
C 4.89 1.92 -0.28
F 6.07 1.50 0.15
F 5.02 3.14 -0.79
F 4.07 1.98 0.77
C 1.06 -2.21 -1.34
C 0.02 -3.06 -0.59
C 0.18 -4.51 -1.09
C 0.24 -3.12 0.93
N -1.36 -2.60 -0.96
O -1.77 -3.10 -2.06
H -1.88 -1.67 1.31
H -2.89 -0.35 0.81
H -1.19 -0.04 1.06
H -3.36 0.12 -1.25
H -3.73 -1.62 -1.27
H -2.87 -0.87 -2.62
H -0.79 -0.29 -2.58
H -0.72 0.75 -1.17
H 2.06 -2.47 -0.99
H 1.01 -2.50 -2.40
H 0.36 -4.56 -2.16
H 1.04 -4.95 -0.58
H -0.71 -5.10 -0.84
H -0.33 -3.95 1.36
H 1.30 -3.33 1.11
H 0.02 -2.19 1.45
C -1.11 3.53 3.66
C -1.53 2.28 3.52
C -2.91 1.97 3.07
O -3.29 0.83 2.95
C -3.80 3.12 2.77
C -3.38 4.38 2.90
C -2.00 4.68 3.35
O -1.61 5.82 3.47
H -0.11 3.78 3.98
H -0.90 1.42 3.74
H -4.80 2.87 2.44
H -4.01 5.23 2.69

=====

[2]
Computed, not measured: the molecule C3H3NS2 in a non-equilibrium geometry, with wB97M-V/def2-TZVPD.

## Properties
**Energy above the lowest of the compared OMol25 structures with the same formula, charge and spin**: 3.6535 eV
**Charge**: 0
**LUMO level (alpha / beta)**: -0.03740 / -0.06786 hartree
**Kohn-Sham gap (alpha / beta)**: 0.30302 / 0.21291 Ha

Element x y z (Å)
C -0.43 1.12 0.01
C -1.66 0.54 -0.05
C 1.04 -0.73 -0.05
N 0.78 0.59 0.01
S -3.17 0.31 -0.07
S 0.07 -2.24 -0.07
H -0.28 2.20 0.06
H 1.93 -0.85 -0.62
H 1.73 -0.94 0.79

=====

[3]
Computed, not measured: a structure of composition H3N2OS in a non-equilibrium geometry, with wB97M-V/def2-TZVPD.

## Properties
**Energy above the lowest of the compared OMol25 structures with the same formula, charge and spin**: 2.7461 eV
**Charge**: -1
**LUMO level (alpha / beta)**: 0.15953 / 0.15955 hartree
**Kohn-Sham gap (alpha / beta)**: 0.24738 / 0.24738 Ha

Element x y z (Å)
N 1.56 -1.49 -0.34
N 2.26 -0.67 0.01
O 0.67 -2.26 0.05
S 2.35 0.02 1.88
H -0.21 3.03 -0.89
H 2.29 -1.34 2.07
H 0.10 2.31 -0.72

=====

[4]
Computed, not measured: a cluster of 2 separate species, C2H3INO2 in total in a non-equilibrium geometry, with wB97M-V/def2-TZVPD.

## Properties
**Energy above the lowest of the compared OMol25 structures with the same formula, charge and spin**: 4.5449 eV
**Charge**: -1
**LUMO level**: 0.07167 hartree
**Kohn-Sham gap**: 0.22095 Ha

Element x y z (Å)
C 1.83 -0.74 0.24
C -1.09 1.01 -0.47
N 0.74 -0.75 -0.64
O 1.97 -1.86 0.80
O 2.48 0.24 0.49
I -2.55 -0.43 0.13
H -0.40 1.16 0.44
H 0.29 0.13 -0.81
H -0.06 -1.39 -0.46